## one
The following is a DFT calculation (ωB97M-V with the def2-TZVPD basis set) of the molecule C16H17N3O.

Properties
LUMO energy: 0.123 eV
E_HOMO: -7.37 eV
HOMO-LUMO gap: 7.5 eV
SMILES string: c1ccc2cc3[nH]c(CN4CCOCC4)nc3cc2c1

```
! RIJCOSX wB97M-V def2-TZVPD def2/J DEFGRID3
* xyz 0 1
C 5.439 1.076 -0.059
C 4.945 -1.035 -0.348
H -3.152 -1.119 -1.917
C 1.166 -1.540 -0.070
H 6.215 2.096 0.143
H 1.420 1.959 0.880
N -0.067 -2.203 0.115
H -2.584 -2.184 1.537
C -3.742 1.692 0.536
C 1.790 0.927 0.492
H 6.818 -0.308 -0.640
H -3.199 0.284 1.738
C -2.736 0.849 -1.586
O -2.707 1.764 -0.181
C 0.755 0.010 0.328
H -4.793 0.027 1.417
H 3.842 2.593 0.427
H -1.629 0.574 -1.709
H -3.232 1.395 -2.197
H -4.599 -0.257 -1.593
C 3.592 -0.631 -0.120
C 3.029 0.825 0.259
N -0.571 -0.004 0.508
C -3.904 0.225 1.274
H -1.104 0.629 0.770
C 5.809 -0.066 -0.189
C -2.435 -1.815 0.598
C -3.545 -0.376 -1.107
H -3.582 2.499 1.223
H 5.089 -1.843 -0.558
H 2.671 -2.797 -0.421
H -4.623 1.629 -0.109
C 2.498 -1.748 -0.198
C -1.065 -1.429 0.543
H -2.461 -2.628 -0.069
C 4.014 1.688 0.201
N -3.363 -0.756 0.084
*
```

***

## two
The following is a DFT calculation (ωB97M-V with the def2-TZVPD basis set) of the molecule C16H17N3O.

Properties
LUMO energy: 0.828 eV
E_HOMO: -7.36 eV
HOMO-LUMO gap: 8.2 eV
SMILES string: [H]/N=c1/n(CCO)c2ccccc2n1Cc1ccccc1

```
! RIJCOSX wB97M-V def2-TZVPD def2/J DEFGRID3
* xyz 0 1
H -0.150 -2.098 4.468
H -3.203 2.121 1.334
C -0.804 0.857 -0.223
H -0.413 -2.159 -1.642
N -0.997 1.809 -1.041
C 3.308 -0.279 -2.213
C 2.201 0.040 -4.312
C 0.998 -0.324 -3.732
C 3.358 0.065 -3.553
C -0.213 -1.808 3.430
N -0.832 1.040 1.142
C -0.368 -1.071 -1.750
C -2.564 2.478 2.151
C -1.097 2.314 1.743
C 0.003 -2.758 2.444
H -0.469 2.432 2.630
H -3.731 1.773 3.551
C -0.076 -2.432 1.096
C -0.584 -0.158 1.774
H 4.207 -0.260 -1.615
H 0.096 -3.181 0.338
H 4.295 0.354 -4.004
H -1.204 -0.763 -2.391
H -2.770 3.545 2.319
H -0.911 1.550 -2.015
H 0.096 -0.338 -4.327
N -0.537 -0.491 -0.445
C 2.107 -0.648 -1.634
H 0.236 -3.774 2.725
C 0.942 -0.673 -2.390
C -0.376 -1.124 0.771
H 2.072 -0.916 -0.588
H -0.850 3.069 0.994
H 2.232 0.309 -5.358
O -2.794 1.744 3.335
C -0.510 -0.489 3.112
H -0.698 0.245 3.877
*
```

***

We find two to be the most stable, with the next structure 373.2 kcal/mol higher.

***

## one
The following is a DFT calculation (ωB97M-V with the def2-TZVPD basis set) of the molecule C4H9NOS2.

Properties
LUMO energy (spin up / spin down): 0.699 / -0.810 eV
E_HOMO (spin up / spin down): -8.63 / -5.64 eV
HOMO-LUMO gap (spin up / spin down): 9.3 / 4.8 eV

```
! RIJCOSX wB97M-V def2-TZVPD def2/J DEFGRID3
* xyz 0 1
C 1.339 1.425 -0.320
H 1.555 1.111 -1.379
C 2.301 0.853 0.712
C -2.674 -1.853 0.271
N -0.049 1.127 -0.076
H -0.377 -1.003 -0.815
H -3.624 -1.945 0.590
H -2.590 -2.210 -0.785
C -0.668 -0.059 -0.115
H 3.256 1.386 0.557
H 1.959 0.871 1.796
O 2.225 -1.297 -0.892
H -2.116 -2.493 0.936
S -2.357 -0.056 0.239
S 2.744 -0.998 0.503
H 1.609 2.458 -0.327
H -0.606 1.895 0.307
*
```

***

## two
The following is a DFT calculation (ωB97M-V with the def2-TZVPD basis set) of the molecule C4H9NOS2.

Properties
LUMO energy: 0.414 eV
E_HOMO: -8.26 eV
HOMO-LUMO gap: 8.7 eV
SMILES string: CSSC[C@@H](N)C=O

```
! RIJCOSX wB97M-V def2-TZVPD def2/J DEFGRID3
* xyz 0 1
S 2.580 -0.957 -0.929
H 3.692 0.949 -0.158
N -2.358 0.013 1.127
H -0.042 -0.251 0.930
H -2.421 -1.075 -0.530
H -3.012 0.725 1.132
O -0.985 1.965 -1.157
H -1.721 0.140 1.898
C -1.810 1.048 -1.097
H 4.274 -0.698 0.546
H -2.750 1.225 -1.522
H -0.387 -1.957 0.007
C -0.372 -0.721 -0.027
S 0.767 -0.334 -1.344
C 3.479 -0.022 0.235
C -1.765 -0.172 -0.196
H 2.832 0.121 1.084
*
```

***

## three
The following is a DFT calculation (ωB97M-V with the def2-TZVPD basis set) of the molecule C4H9NOS2.

Properties
LUMO energy: 0.290 eV
E_HOMO: -8.32 eV
HOMO-LUMO gap: 8.6 eV
SMILES string: CO[C@H](C)SC(N)=S

```
! RIJCOSX wB97M-V def2-TZVPD def2/J DEFGRID3
* xyz 0 1
H -0.304 2.918 0.038
C -0.553 0.766 0.427
H -0.997 1.976 -1.330
H 1.029 1.853 -0.886
H -1.222 0.962 1.265
S 3.606 -0.273 0.155
C -1.647 -1.574 0.563
H -2.268 -2.251 -0.104
C -0.228 1.836 -0.501
O -1.369 -0.354 -0.337
C 1.919 -0.212 0.134
S 1.051 0.282 1.438
H -0.885 -1.997 1.121
H 0.283 -1.145 -0.923
H -1.990 -0.965 1.340
H 2.272 -0.944 -1.570
N 1.303 -0.879 -0.831
*
```

***

We find two to be the most stable, with the next structure 37.6 kcal/mol higher.

***

## one
The following is a DFT calculation (ωB97M-V with the def2-TZVPD basis set) of the molecule C4H5BrO.

Properties
LUMO energy: 0.889 eV
E_HOMO: -9.63 eV
HOMO-LUMO gap: 10.5 eV
SMILES string: C=C(Br)[C@@H]1CO1

```
! RIJCOSX wB97M-V def2-TZVPD def2/J DEFGRID3
* xyz 0 1
Br -2.196 2.189 0.333
C -1.170 0.814 -0.490
H -1.971 -0.994 0.881
H -0.305 -0.144 -2.003
C -0.947 -0.644 0.618
O 0.045 -1.407 0.275
H 0.844 0.363 1.060
C -0.819 0.822 -1.726
C 0.265 -0.479 1.333
H -0.996 1.708 -2.454
H 0.578 -0.874 2.300
*
```

***

## two
The following is a DFT calculation (ωB97M-V with the def2-TZVPD basis set) of the molecule C4H5BrO.

Properties
LUMO energy (spin up / spin down): -0.080 / 0.361 eV
E_HOMO (spin up / spin down): -8.28 / -8.00 eV
HOMO-LUMO gap (spin up / spin down): 8.2 / 8.4 eV

```
! RIJCOSX wB97M-V def2-TZVPD def2/J DEFGRID3
* xyz 0 1
O -0.257 1.270 -1.167
H 1.351 0.917 1.473
H 1.265 -0.954 0.184
H 0.736 -0.009 -2.633
H -1.634 -0.384 -0.651
H -0.430 -1.428 0.762
C -0.057 0.212 -2.063
C 0.384 0.375 1.542
C 0.261 -0.618 0.541
Br -1.012 0.759 2.785
C -0.608 -0.140 -0.774
*
```

***

We find one to be the most stable, with the next structure 50.7 kcal/mol higher.